Here is a structure of composition C3H2BaLiO3 at a distorted geometry from OMol25. Energies are from ωB97M-V with the def2-TZVPD basis set.

The geometry in XYZ format:
```
10
Properties=species:S:1:pos:R:3
Ba 3.06 0.78 -1.17
O 0.52 0.79 -1.52
O -0.57 -1.08 1.55
O 1.47 -0.93 0.67
C 0.11 -0.89 0.59
C -0.39 0.52 -0.66
C -1.63 1.02 -0.60
Li 1.73 -2.68 2.23
H -2.43 0.47 -0.13
H -1.88 2.01 -0.94
```

Calculated values
Molar mass (g mol⁻¹): 230.31
E_LUMO (eV): -4.7
Gap between HOMO and LUMO (eV): 5.137
Relative energy (zero: lowest compared OMol25 entry of this formula, charge and spin) (kcal/mol): 0.00
Largest force on an atom (eV/A): 5.4
HOMO (hartree): -0.360
Net charge: +1